81
Properties=species:S:1:pos:R:3:forces:R:3 method="wB97M-V/def2-TZVPD" gap_ev=6.87 e_tot_ha=-2131.76282
C 4.18455 2.70024 2.70193 1.416 -2.094 0.156
C 4.88104 1.38901 2.99433 -1.185 2.116 -0.770
C 5.27626 0.34340 1.79281 2.166 1.205 0.849
P 3.95198 -1.05279 1.62671 -1.960 2.009 1.647
F 3.98940 -1.17781 3.38483 -0.009 -0.449 -1.447
C 2.12062 -0.50938 1.63346 -1.731 0.381 1.889
C 1.20256 -1.45263 2.66169 0.645 -0.905 -0.225
C -0.24412 -1.87975 2.02035 0.084 -0.489 0.899
C -1.45064 -0.79085 2.23366 -0.278 0.547 -0.890
C -1.00147 0.78257 2.02045 -0.624 -0.209 -0.122
C -0.93743 1.03424 0.39684 -0.552 0.029 0.308
C -0.28991 2.47112 -0.05376 0.519 -0.352 -0.677
C 1.03667 2.93189 0.79351 0.220 0.610 -0.681
C 1.64215 4.39181 0.25263 0.240 -0.951 0.048
P 4.00175 -0.86604 -0.56697 1.015 0.188 -3.758
N 2.85049 -1.99704 -1.35111 -0.295 1.539 1.088
O 3.41410 0.73865 -1.04769 0.102 -1.389 -0.440
H 4.82155 3.57078 2.22554 -2.008 -2.232 -0.573
H 3.04156 2.82728 2.94873 2.788 0.504 0.957
H 5.14181 1.19212 4.13419 -1.764 -0.789 -2.545
H 6.30165 -0.16683 2.08148 -2.038 0.719 -0.791
H 5.37472 0.82497 0.72920 -0.151 -0.540 2.170
H 4.27252 -2.45106 1.49177 -0.079 0.759 0.267
H 1.60381 -0.50260 0.56814 1.394 0.128 2.225
H 2.09142 0.57803 2.12424 0.305 -2.223 -1.463
H 1.84027 -2.45208 2.80089 -1.599 2.063 -0.110
H 1.12300 -0.95256 3.72865 0.098 -0.989 -2.256
H -0.08256 -2.20345 0.89635 -0.500 1.011 2.548
H -0.58189 -2.87128 2.59115 0.702 2.041 -1.271
H -2.02801 -0.87549 3.24806 1.391 -0.120 -1.748
H -2.25204 -1.01244 1.37899 1.548 0.451 1.862
H -0.00386 1.06241 2.59269 -2.004 -0.802 -1.349
H -1.84132 1.47205 2.50255 1.726 -1.367 -1.115
H -2.06789 1.01651 0.01910 2.397 -0.015 0.748
H -0.41884 0.08995 -0.11533 -0.881 2.191 1.085
H 0.06833 2.33609 -1.18349 -0.877 0.470 2.303
H -1.13323 3.30547 -0.03107 1.862 -1.672 0.074
H 0.76508 3.05194 1.92605 0.584 -0.336 -2.108
H 1.92121 2.15657 0.61533 -2.070 1.516 0.604
H 2.29800 4.17570 -0.71922 -1.450 0.574 2.072
H 0.77310 5.13558 -0.02000 1.796 -1.373 0.717
H 2.35608 4.81595 1.10486 -1.668 -0.701 -1.965
H 2.02077 -2.19571 -0.74834 0.426 0.183 -0.945
H 2.55221 -1.50034 -2.23063 0.208 -0.926 1.245
H 3.56273 0.79675 -2.03741 -0.028 -0.118 1.843
C 1.69142 10.17444 1.86151 0.091 -0.223 -0.062
N 1.64325 8.72963 1.94105 -1.030 -0.368 0.814
C 2.62200 7.95585 1.20576 -0.120 -0.290 0.050
C 0.69578 8.06983 2.69414 0.571 -0.328 -0.435
O 0.59771 6.85456 2.80551 0.292 0.961 -0.252
H 1.56753 10.47527 0.81721 0.033 0.207 0.112
H 2.66234 10.51665 2.23095 -0.105 0.203 -0.066
H 0.89856 10.62873 2.46218 0.110 -0.155 -0.080
H 2.10135 7.29874 0.50290 0.242 -0.023 0.039
H 3.19025 7.33990 1.90901 0.038 -0.038 -0.215
H 3.30311 8.61400 0.65897 -0.190 -0.042 0.159
H 0.00222 8.75333 3.21113 0.073 0.092 -0.058
C -1.95704 -5.49915 -2.88842 -0.065 0.262 0.129
N -1.45535 -5.00390 -1.62385 1.386 1.424 -0.071
C -1.94545 -5.59664 -0.39673 0.140 0.143 0.219
C -0.52708 -3.98729 -1.55295 -0.797 -0.961 0.074
O -0.06172 -3.52156 -0.52076 -0.233 -0.518 -0.566
H -3.04160 -5.36022 -2.91723 0.532 -0.225 -0.091
H -1.71952 -6.56364 -2.97050 -0.195 0.059 -0.180
H -1.50448 -4.96475 -3.72831 0.093 -0.025 0.195
H -2.41589 -4.81844 0.21152 0.021 -0.195 0.094
H -1.10093 -6.01537 0.15854 -0.187 0.010 0.099
H -2.67199 -6.38522 -0.61195 0.161 0.208 -0.096
H -0.22342 -3.60974 -2.54327 -0.083 -0.104 -0.010
C -7.23177 -4.97493 -5.34035 0.002 -0.179 0.017
N -6.42826 -5.98115 -4.67853 1.241 0.642 0.793
C -6.80792 -7.37306 -4.80420 0.230 -0.172 0.185
C -5.31500 -5.65476 -3.93401 -0.748 -0.690 -0.397
O -4.59283 -6.45229 -3.34978 -1.156 0.068 -0.572
H -8.25371 -5.02837 -4.95411 0.008 0.164 -0.162
H -7.23327 -5.17476 -6.41569 -0.135 0.183 0.036
H -6.83291 -3.97243 -5.16226 -0.012 -0.208 0.014
H -6.99769 -7.78179 -3.80729 -0.006 -0.132 -0.183
H -5.98274 -7.92739 -5.26100 -0.186 -0.107 0.072
H -7.70554 -7.47447 -5.42067 0.195 0.136 0.122
H -5.11760 -4.57049 -3.90469 -0.092 0.025 -0.076



80
Properties=species:S:1:pos:R:3:forces:R:3 method="wB97M-V/def2-TZVPD" gap_ev=7.14 e_tot_ha=-1701.48960 charge=+1
C -2.30117 -3.92714 -2.05093 0.760 0.994 0.643
C -0.77475 -4.48925 -2.37680 -1.209 -1.295 0.251
C -0.25004 -4.17868 -3.89283 0.790 -2.710 0.865
N 0.11808 -2.75194 -4.19220 -0.634 2.543 2.973
C 0.84093 -2.04841 -3.07906 1.602 -0.532 0.246
N 1.96766 -2.70734 -2.56809 -1.550 1.145 -0.514
C 2.80152 -2.16764 -1.40341 1.213 -0.694 0.892
C 3.99090 -1.13173 -1.85451 -0.237 0.474 1.270
N 0.51080 -0.72294 -2.44020 0.585 -2.272 -3.202
C -0.59040 0.03472 -3.13921 -1.199 1.851 -1.271
C -1.74681 -0.88344 -3.84352 0.541 1.056 -0.396
C -0.98686 -1.95113 -4.82282 -2.482 -0.244 0.338
I -0.33687 -0.83846 -6.64565 -0.078 -0.690 0.957
H -2.17107 -2.94548 -1.39480 -0.473 -1.998 -1.356
H -2.84968 -3.59723 -3.03224 0.852 -0.975 1.914
H -2.92104 -4.69084 -1.39244 1.305 1.591 -1.682
H -0.05498 -4.16744 -1.51274 -1.201 -0.468 -1.878
H -0.86442 -5.67723 -2.29261 0.451 2.556 -0.367
H -1.05032 -4.64337 -4.64217 1.814 1.576 1.436
H 0.73271 -4.83016 -4.05597 -2.083 1.301 0.252
H 2.31499 -3.63282 -2.96347 -1.119 1.936 0.398
H 2.08978 -1.73788 -0.57620 1.432 -0.551 -1.885
H 3.35151 -3.10892 -0.91773 -1.405 1.929 -1.190
H 3.49534 -0.10928 -2.16330 1.258 -2.036 0.309
H 4.74928 -1.55812 -2.63750 -1.824 0.764 1.307
H 4.61882 -0.89209 -0.86785 -1.502 -0.541 -2.182
H 1.33657 -0.05101 -2.45824 -0.940 -1.716 0.469
H -1.07688 0.84717 -2.41247 1.131 -2.138 -1.332
H -0.06349 0.68203 -3.99250 -1.322 -1.420 1.634
H -2.39375 -0.16546 -4.54439 1.546 -1.564 1.591
H -2.50231 -1.34574 -3.08001 1.790 0.560 -1.328
H -1.83087 -2.69333 -5.22589 2.238 1.560 0.853
C 4.50192 1.19671 4.91893 -0.328 -0.012 0.070
O 3.48598 2.09917 4.50187 0.513 0.057 -0.079
C 4.00839 3.34543 4.02423 -0.516 0.138 -0.342
C 3.73545 3.49324 2.51935 0.403 -0.360 0.430
N 4.55768 2.56182 1.74106 -0.345 0.063 -0.172
C 4.17552 2.48633 0.32681 0.061 -0.351 0.286
C 2.78413 1.90301 0.00582 0.419 0.121 -0.363
O 2.65377 0.51707 0.32309 -0.288 0.430 0.100
C 2.26120 0.25490 1.66450 0.081 -0.324 -0.061
H 4.01940 0.32516 5.37008 -0.023 0.182 -0.068
H 5.09379 0.85795 4.06482 0.222 -0.005 0.049
H 5.15261 1.65971 5.66766 0.044 -0.072 -0.094
H 5.07648 3.46275 4.25111 -0.152 -0.194 -0.124
H 3.47009 4.13645 4.55617 0.052 -0.020 -0.062
H 3.96125 4.52003 2.21088 0.005 -0.107 -0.011
H 2.66933 3.30881 2.35331 -0.165 0.184 0.138
H 4.47651 1.63130 2.14445 0.078 0.260 -0.035
H 4.92652 1.85615 -0.16486 -0.146 0.057 -0.060
H 4.26272 3.48301 -0.12149 -0.105 -0.062 0.087
H 2.64989 1.97148 -1.08070 0.033 -0.007 0.018
H 1.96942 2.48834 0.44447 0.031 -0.107 0.184
H 1.61920 1.03977 2.07484 0.143 0.009 -0.019
H 3.14289 0.11494 2.29257 -0.132 0.116 0.205
H 1.70361 -0.68559 1.67500 -0.013 0.057 -0.059
C -4.19899 0.97884 -1.32206 -0.115 -0.308 0.150
O -3.39865 0.21117 -0.43289 0.213 0.415 -0.316
C -2.27645 0.94102 0.07917 -0.025 -0.352 0.675
C -2.43746 1.17050 1.58994 -0.437 0.276 -0.549
N -3.50904 2.13242 1.86520 0.239 -0.269 -0.019
C -3.87006 2.21476 3.28462 -0.382 -0.068 -0.140
C -4.50428 0.96119 3.92148 -0.201 0.533 0.264
O -5.79649 0.64365 3.40393 0.638 -0.252 -0.093
C -5.77966 -0.17115 2.23858 -0.421 0.166 0.228
H -4.95977 0.32042 -1.75062 0.137 0.020 0.121
H -4.70537 1.78694 -0.78807 0.034 0.141 -0.163
H -3.59439 1.38791 -2.13783 -0.042 0.120 -0.001
H -2.11712 1.88721 -0.45506 -0.243 -0.036 0.109
H -1.39291 0.31638 -0.08701 0.057 -0.017 0.049
H -1.49526 1.55128 1.99944 -0.068 0.010 0.001
H -2.65012 0.20233 2.05429 0.221 -0.189 -0.047
H -4.33789 1.86481 1.33933 0.216 0.064 0.138
H -4.58827 3.03865 3.37535 0.077 -0.163 0.086
H -2.98556 2.50680 3.86284 -0.021 -0.111 -0.070
H -4.65807 1.18372 4.98453 -0.023 -0.010 -0.152
H -3.84067 0.09084 3.89192 -0.035 -0.063 -0.199
H -4.92670 -0.85569 2.21749 0.044 0.107 -0.011
H -5.79031 0.45402 1.34388 0.132 -0.131 -0.186
H -6.69746 -0.76536 2.22929 0.084 0.074 0.087



| no. | LUMO level (eV) | strongest force on any atom (eV/Å) |
| --- | --- | --- |
| 1 | -0.1 | 3.9 |
| 2 | -3.4 | 4.0 |